ORCA calculation (wB97M-V/def2-TZVPD) on C4H4N4 in the gas phase in a non-equilibrium geometry.

Bonds (Å) are listed after each position.
Cartesian coordinates (Å):
1 C -0.289 1.469 0.659  C4 1.504, H5 1.302, H6 1.172, N9 1.511
2 C 0.225 -0.088 -0.590  C3 1.509, C4 1.386, N9 1.390
3 C 0.660 -1.498 -0.902  C2 1.509, H8 1.058, N10 1.343
4 C -0.607 0.006 0.515  C1 1.504, C2 1.386, N12 1.344
5 H -1.030 2.532 0.527  C1 1.302
6 H 0.469 1.622 1.539  C1 1.172
7 H 0.341 1.939 -1.385  N9 1.069
8 H 1.165 -1.581 -1.828  C3 1.058
9 N 0.549 1.264 -0.582  C1 1.511, C2 1.390, H7 1.069
10 N 0.063 -2.481 -0.209  C3 1.343, N11 1.310
11 N -0.640 -2.217 0.864  N10 1.310, N12 1.383
12 N -0.907 -0.967 1.393  C4 1.344, N11 1.383

Properties
E_LUMO ... -0.0090 hartree
Total charge ... 0
Molecular weight ... 108.1 Da
Maximum force ... 5.29 eV Å⁻¹
Calculated total energy ... -10167.892 eV
HOMO-LUMO gap ... 0.34176 Ha